This record from the OMol25 dataset describes C36H38BClN4PPtS2 as an isolated structure. The level of theory is wB97M-V/def2-TZVPD.

Element x y z (Å)
Pt -0.040 0.001 -0.085
C 5.579 0.989 0.766
C 4.727 1.858 1.643
C 5.392 2.587 2.623
C 4.734 3.451 3.478
C 3.364 3.609 3.354
C 2.684 2.879 2.396
C 3.335 2.004 1.527
P 2.159 1.060 0.414
C 3.058 -0.530 0.463
C 3.758 -1.051 -0.620
C 4.324 -2.310 -0.557
C 4.182 -3.072 0.591
C 3.501 -2.554 1.680
C 2.937 -1.288 1.639
C 2.164 -0.773 2.809
C 2.453 1.887 -1.190
C 3.549 2.723 -1.408
C 3.716 3.389 -2.605
C 2.768 3.244 -3.604
C 1.648 2.470 -3.374
C 1.451 1.789 -2.172
C 0.172 1.047 -1.973
H 6.597 1.375 0.748
H 5.210 0.948 -0.251
H 5.612 -0.028 1.153
H 6.464 2.465 2.717
H 5.289 3.993 4.233
H 2.831 4.284 4.010
H 1.609 2.967 2.312
H 3.858 -0.450 -1.513
H 4.862 -2.701 -1.408
H 4.597 -4.068 0.645
H 3.399 -3.142 2.584
H 2.071 -1.534 3.582
H 1.161 -0.479 2.483
H 2.634 0.114 3.234
H 4.265 2.884 -0.619
H 4.576 4.026 -2.754
H 2.886 3.761 -4.544
H 0.886 2.390 -4.139
H 0.037 0.337 -2.796
H -0.663 1.761 -2.034
C -1.837 3.174 0.373
N -2.785 2.149 0.678
C -4.103 2.091 0.305
C -4.658 1.056 0.980
N -3.702 0.486 1.767
B -3.909 -0.636 2.792
N -3.067 -1.881 2.393
C -2.850 -2.905 3.264
C -2.329 -3.955 2.590
N -2.218 -3.573 1.277
C -1.977 -4.455 0.169
C -2.652 -2.276 1.181
S -2.639 -1.411 -0.271
C -2.554 1.135 1.549
S -1.057 0.828 2.260
H -2.185 3.753 -0.481
H -0.864 2.716 0.150
H -1.713 3.835 1.239
H -4.521 2.766 -0.413
H -5.658 0.673 0.960
H -3.537 -0.264 3.864
H -5.067 -0.954 2.774
H -3.095 -2.798 4.299
H -2.021 -4.921 2.932
H -2.040 -5.486 0.514
H -0.998 -4.293 -0.286
H -2.740 -4.281 -0.592
Cl -0.001 -3.137 -6.791
C 0.129 -2.728 -5.106
C 1.332 -2.254 -4.607
C 1.456 -1.997 -3.261
C 0.387 -2.211 -2.362
C 0.552 -2.010 -0.948
C -0.833 -2.642 -2.925
C -0.964 -2.900 -4.270
H 2.167 -2.099 -5.274
H 2.398 -1.632 -2.879
H 1.576 -2.165 -0.626
H -0.149 -2.572 -0.337
H -1.688 -2.760 -2.277
H -1.905 -3.239 -4.681

Atoms 1-3, force components in eV/Å:
0.8 0.0 -1.8
0.1 0.0 0.0
0.0 0.2 0.1

Summary:
- HOMO (alpha / beta): -2.8032 / -2.9379 eV
- Net charge: -1
- Frontier orbital gap (alpha / beta): 5.351 / 5.498 eV
- DFT total energy: -91317.1591 eV

These are the Mulliken partial charges, in e, on atoms 1 to 5:
1. Pt 1.40
2. C -1.77
3. C 1.53
4. C -0.78
5. C -0.72

This record from the OMol25 dataset describes a 9-piece molecular cluster, C54H45N9O18 overall. The level of theory is wB97M-V/def2-TZVPD.

Element x y z (Å)
C -1.104 0.350 2.388
C -0.232 -0.525 1.646
C -0.128 -0.383 0.262
C -0.924 0.669 -0.359
C -1.627 1.591 0.437
C -1.740 1.451 1.797
N -0.807 0.899 -1.823
O -0.262 0.038 -2.528
O -1.233 1.926 -2.342
H -1.203 0.300 3.462
H 0.230 -1.421 2.033
H 0.352 -1.102 -0.385
H -1.985 2.514 0.004
H -2.364 2.208 2.249
C -3.628 -3.538 3.832
C -2.933 -2.541 4.475
C -3.129 -2.465 5.835
C -4.201 -3.186 6.414
C -5.000 -4.009 5.773
C -4.675 -4.250 4.445
N -4.505 -3.026 7.863
O -5.700 -3.010 8.238
O -3.656 -2.521 8.594
H -3.224 -3.717 2.847
H -2.182 -1.956 3.966
H -2.563 -1.748 6.410
H -5.802 -4.637 6.133
H -5.323 -4.963 3.957
C 3.773 -6.269 -2.609
C 2.994 -5.268 -3.214
C 2.767 -4.021 -2.591
C 3.024 -3.908 -1.250
C 3.680 -4.950 -0.600
C 4.028 -6.081 -1.288
N 2.544 -2.686 -0.538
O 2.574 -1.582 -1.162
O 2.086 -2.747 0.604
H 4.044 -7.121 -3.214
H 2.781 -5.481 -4.251
H 2.104 -3.259 -2.972
H 3.877 -4.852 0.457
H 4.648 -6.837 -0.829
C 1.695 3.937 -1.868
C 2.318 2.742 -1.459
C 3.510 2.318 -2.002
C 4.203 3.228 -2.834
C 3.564 4.447 -3.309
C 2.293 4.835 -2.779
N 5.505 2.792 -3.382
O 6.144 1.829 -2.942
O 5.813 3.384 -4.351
H 0.775 4.119 -1.333
H 1.649 2.106 -0.899
H 3.836 1.305 -1.815
H 4.123 5.028 -4.027
H 1.774 5.782 -2.789
C 3.748 1.516 2.511
C 2.469 1.986 2.525
C 2.229 3.336 2.014
C 3.300 3.924 1.371
C 4.540 3.304 1.242
C 4.793 2.088 1.926
N 2.963 5.275 0.758
O 1.901 5.817 0.953
O 3.879 5.807 0.235
H 3.927 0.601 3.055
H 1.626 1.381 2.823
H 1.254 3.795 2.084
H 5.299 3.678 0.571
H 5.811 1.728 1.891
C -1.228 -3.574 -3.209
C -0.724 -2.857 -4.261
C -0.026 -3.400 -5.266
C 0.255 -4.750 -5.324
C -0.083 -5.474 -4.157
C -0.865 -4.927 -3.131
N 1.062 -5.389 -6.394
O 1.686 -6.411 -6.126
O 1.074 -5.003 -7.519
H -1.795 -3.086 -2.430
H -1.180 -1.878 -4.283
H 0.177 -2.824 -6.157
H 0.134 -6.527 -4.057
H -1.196 -5.630 -2.380
C -5.256 0.188 8.070
C -6.406 0.679 7.381
C -6.362 1.525 6.280
C -5.121 1.781 5.658
C -3.980 1.289 6.351
C -4.049 0.487 7.468
N -5.096 2.720 4.484
O -4.021 2.734 3.888
O -6.104 3.483 4.335
H -5.439 -0.352 8.987
H -7.379 0.421 7.771
H -7.226 2.064 5.923
H -2.980 1.641 6.145
H -3.224 0.251 8.124
C 2.546 -0.374 -4.415
C 1.998 -0.287 -5.725
C 2.430 -1.238 -6.705
C 3.456 -2.173 -6.370
C 3.910 -2.251 -5.057
C 3.460 -1.314 -4.097
N 4.039 -3.003 -7.409
O 4.721 -3.972 -7.110
O 3.731 -2.735 -8.537
H 2.285 0.456 -3.776
H 1.238 0.469 -5.863
H 2.039 -1.066 -7.697
H 4.721 -2.896 -4.752
H 4.025 -1.311 -3.177
C -4.229 4.718 -0.842
C -3.072 5.349 -1.385
C -2.089 5.780 -0.495
C -2.148 5.584 0.850
C -3.227 4.768 1.364
C -4.294 4.445 0.513
N -1.108 6.171 1.714
O -1.074 5.848 2.871
O -0.602 7.206 1.267
H -5.022 4.393 -1.499
H -2.953 5.539 -2.441
H -1.279 6.312 -0.970
H -3.360 4.614 2.425
H -5.110 3.805 0.815

Atoms 1-3, force components in eV/Å:
0.7 -0.1 0.5
-1.4 0.7 -0.9
-2.0 1.0 -0.1

Summary:
- HOMO (alpha / beta): -2.2628 / -5.9814 eV
- Multiplicity: 2
- Net charge: -1
- Energy above the lowest of the compared OMol25 structures with the same formula, charge and spin: 150.17 kJ/mol
- Frontier orbital gap (alpha / beta): 2.777 / 6.496 eV
- DFT total energy: -106966.0176 eV

These are the Mulliken partial charges, in e, on atoms 1 to 5:
1. C -0.41
2. C -0.78
3. C 0.49
4. C -0.95
5. C -0.06

This record from the OMol25 dataset describes C4H3HgLi2O2 as an isolated structure. The level of theory is wB97M-V/def2-TZVPD.

Element x y z (Å)
C 1.125 -0.179 0.157
O 2.224 0.038 -0.300
Hg 4.040 0.044 0.056
Li -1.657 -1.541 0.982
C -1.241 1.628 1.074
C -1.145 0.924 0.067
C -0.305 -0.030 -0.661
O -0.848 -1.296 -0.667
Li -1.152 -2.346 -2.092
H -1.749 2.296 1.755
H -0.032 0.362 -1.654
H 0.740 0.100 1.284

Atoms 1-3, force components in eV/Å:
-5.1 3.3 3.5
-3.2 -0.6 -2.6
5.4 0.2 1.3

Summary:
- HOMO (alpha / beta): -21.4221 / -21.4214 eV
- Net charge: +3
- Frontier orbital gap (alpha / beta): 5.242 / 5.240 eV
- DFT total energy: -12839.9883 eV

These are the natural (NBO) partial charges, in e, on atoms 1 to 5:
1. C 0.53
2. O -0.71
3. Hg 1.68
4. Li 0.98
5. C -0.05

Q: The highest DFT total energy belongs to which entry?
A: C4H3HgLi2O2

Q: What is the net charge in the third record?
A: +3

Q: Look up the DFT total energy of the third one.
A: -12839.9883 eV